1.
{
  "formula": "C20H24N4OPtS",
  "method": "wB97M-V/def2-TZVPD",
  "elements": ["Pt", "N", "C", "S", "N", "N", "C", "C", "C", "C", "C", "C", "C", "O", "H", "H", "H", "H", "H", "H", "H", "C", "C", "C", "C", "C", "C", "C", "C", "C", "C", "C", "C", "N", "H", "H", "H", "H", "H", "H", "H", "H", "H", "H", "H", "H", "H", "H", "H", "H", "H"],
  "xyz": [[-0.158, 0.606, 0.410], [3.598, -0.758, -2.146], [2.308, -0.481, -1.648], [1.435, -1.800, -1.026], [2.012, 0.793, -1.802], [0.780, 1.245, -1.349], [0.419, 2.303, -1.976], [-0.825, 3.032, -1.817], [-0.940, 4.262, -2.466], [-2.117, 4.995, -2.470], [-3.225, 4.454, -1.813], [-3.151, 3.235, -1.173], [-1.950, 2.481, -1.133], [-1.937, 1.341, -0.518], [3.979, -1.580, -1.704], [4.199, 0.054, -2.095], [1.107, 2.669, -2.737], [-0.068, 4.642, -2.991], [-2.175, 5.952, -2.973], [-4.163, 5.001, -1.798], [-4.006, 2.817, -0.655], [-2.809, -0.742, 2.881], [-2.424, 0.540, 3.622], [-2.695, 1.776, 2.760], [-1.021, 0.527, 4.204], [-0.880, 0.825, 5.547], [0.347, 0.852, 6.201], [1.473, 0.534, 5.448], [1.425, 0.226, 4.102], [2.720, -0.151, 3.410], [2.674, -1.563, 2.827], [3.180, 0.862, 2.358], [0.156, 0.248, 3.406], [0.072, -0.046, 2.116], [-3.861, -0.699, 2.578], [-2.670, -1.616, 3.525], [-2.198, -0.878, 1.991], [-3.089, 0.608, 4.494], [-2.081, 1.775, 1.860], [-2.480, 2.691, 3.318], [-3.746, 1.796, 2.452], [-1.788, 1.043, 6.107], [0.420, 1.089, 7.257], [2.449, 0.517, 5.930], [3.479, -0.148, 4.204], [1.959, -1.627, 2.008], [2.387, -2.286, 3.596], [3.657, -1.846, 2.434], [2.474, 0.928, 1.530], [4.152, 0.565, 1.947], [3.280, 1.857, 2.800]],
  "orbital_gap_ha": 0.18789,
  "de_lowest_kcal_mol": 15.74,
  "lumo_energy_ev": 5.047,
  "total_charge": -2
}

---

2.
{
  "formula": "C16H26BrN2O15P",
  "method": "wB97M-V/def2-TZVPD",
  "elements": ["C", "C", "C", "Br", "C", "P", "N", "O", "O", "O", "C", "O", "O", "C", "O", "C", "N", "H", "H", "H", "H", "H", "H", "H", "H", "H", "H", "H", "H", "H", "H", "O", "C", "O", "C", "C", "O", "H", "H", "H", "H", "O", "C", "O", "C", "C", "O", "H", "H", "H", "H", "O", "C", "O", "C", "C", "O", "H", "H", "H", "H"],
  "xyz": [[2.976, -2.865, 1.763], [1.840, -3.576, 0.981], [0.423, -3.156, 1.399], [-0.747, -4.676, 0.846], [-0.149, -1.826, 0.734], [-1.641, -1.235, 1.748], [-2.928, -1.181, 0.889], [-1.394, 0.206, 2.447], [-1.895, -2.270, 2.949], [-0.818, -2.290, -0.460], [-0.783, -1.274, -1.379], [-1.076, -1.348, -2.467], [-0.286, -0.163, -0.740], [0.761, -0.780, 0.102], [1.654, -1.232, -0.846], [1.275, 0.435, 0.883], [2.042, 0.117, 2.097], [2.554, -2.500, 2.697], [3.807, -3.535, 1.973], [3.331, -2.042, 1.153], [1.982, -3.544, -0.096], [1.923, -4.632, 1.247], [0.362, -3.169, 2.482], [-3.313, -0.243, 0.867], [-0.625, 0.210, 3.038], [-2.715, -2.740, 2.733], [2.257, -0.515, -1.081], [0.477, 1.127, 1.144], [1.943, 1.013, 0.238], [2.863, 0.711, 2.087], [1.548, 0.397, 2.937], [3.228, 3.087, 1.869], [2.365, 3.810, 1.490], [2.576, 5.009, 0.896], [1.326, 5.469, 0.379], [0.327, 4.737, 1.239], [1.033, 3.544, 1.595], [1.246, 6.550, 0.464], [1.256, 5.190, -0.675], [0.080, 5.284, 2.151], [-0.593, 4.499, 0.710], [5.039, 0.790, -2.001], [4.188, 1.503, -2.411], [4.397, 2.696, -3.021], [3.151, 3.135, -3.567], [2.140, 2.408, -2.712], [2.851, 1.231, -2.328], [3.061, 4.217, -3.500], [3.101, 2.838, -4.616], [1.872, 2.967, -1.811], [1.232, 2.153, -3.253], [-7.679, -3.133, -3.260], [-6.912, -2.833, -2.405], [-5.567, -2.988, -2.484], [-4.981, -2.306, -1.369], [-6.109, -2.281, -0.371], [-7.268, -2.287, -1.210], [-4.108, -2.837, -1.001], [-4.679, -1.306, -1.686], [-6.128, -3.169, 0.264], [-6.093, -1.396, 0.261]],
  "orbital_gap_ha": 0.34587,
  "lumo_energy_ev": -0.132
}

---

3.
{
  "formula": "C7H17N",
  "method": "wB97M-V/def2-TZVPD",
  "elements": ["C", "C", "C", "C", "N", "C", "C", "C", "H", "H", "H", "H", "H", "H", "H", "H", "H", "H", "H", "H", "H", "H", "H", "H", "H"],
  "xyz": [[2.327, 0.559, -3.164], [1.687, 1.317, -1.982], [1.008, 0.380, -0.948], [-0.231, 1.043, -0.353], [-1.091, 0.054, 0.295], [-0.441, -0.889, 1.171], [-1.471, -1.713, 1.953], [-2.228, -0.864, 2.973], [2.302, -0.512, -3.045], [1.777, 0.756, -4.084], [3.386, 0.778, -3.309], [2.411, 1.968, -1.498], [0.923, 1.952, -2.419], [0.753, -0.551, -1.445], [1.708, 0.290, -0.121], [0.061, 1.797, 0.396], [-0.826, 1.581, -1.086], [-1.925, 0.381, 0.758], [0.142, -1.598, 0.599], [0.195, -0.378, 1.905], [-2.186, -1.980, 1.217], [-0.930, -2.528, 2.403], [-2.575, -1.367, 3.877], [-1.616, -0.032, 3.327], [-3.158, -0.445, 2.578]],
  "orbital_gap_ha": 0.35206,
  "de_lowest_kcal_mol": 24.19,
  "lumo_energy_ev": 1.191
}

---

Repeat the first record exactly.
{
  "formula": "C20H24N4OPtS",
  "method": "wB97M-V/def2-TZVPD",
  "elements": ["Pt", "N", "C", "S", "N", "N", "C", "C", "C", "C", "C", "C", "C", "O", "H", "H", "H", "H", "H", "H", "H", "C", "C", "C", "C", "C", "C", "C", "C", "C", "C", "C", "C", "N", "H", "H", "H", "H", "H", "H", "H", "H", "H", "H", "H", "H", "H", "H", "H", "H", "H"],
  "xyz": [[-0.158, 0.606, 0.410], [3.598, -0.758, -2.146], [2.308, -0.481, -1.648], [1.435, -1.800, -1.026], [2.012, 0.793, -1.802], [0.780, 1.245, -1.349], [0.419, 2.303, -1.976], [-0.825, 3.032, -1.817], [-0.940, 4.262, -2.466], [-2.117, 4.995, -2.470], [-3.225, 4.454, -1.813], [-3.151, 3.235, -1.173], [-1.950, 2.481, -1.133], [-1.937, 1.341, -0.518], [3.979, -1.580, -1.704], [4.199, 0.054, -2.095], [1.107, 2.669, -2.737], [-0.068, 4.642, -2.991], [-2.175, 5.952, -2.973], [-4.163, 5.001, -1.798], [-4.006, 2.817, -0.655], [-2.809, -0.742, 2.881], [-2.424, 0.540, 3.622], [-2.695, 1.776, 2.760], [-1.021, 0.527, 4.204], [-0.880, 0.825, 5.547], [0.347, 0.852, 6.201], [1.473, 0.534, 5.448], [1.425, 0.226, 4.102], [2.720, -0.151, 3.410], [2.674, -1.563, 2.827], [3.180, 0.862, 2.358], [0.156, 0.248, 3.406], [0.072, -0.046, 2.116], [-3.861, -0.699, 2.578], [-2.670, -1.616, 3.525], [-2.198, -0.878, 1.991], [-3.089, 0.608, 4.494], [-2.081, 1.775, 1.860], [-2.480, 2.691, 3.318], [-3.746, 1.796, 2.452], [-1.788, 1.043, 6.107], [0.420, 1.089, 7.257], [2.449, 0.517, 5.930], [3.479, -0.148, 4.204], [1.959, -1.627, 2.008], [2.387, -2.286, 3.596], [3.657, -1.846, 2.434], [2.474, 0.928, 1.530], [4.152, 0.565, 1.947], [3.280, 1.857, 2.800]],
  "orbital_gap_ha": 0.18789,
  "de_lowest_kcal_mol": 15.74,
  "lumo_energy_ev": 5.047,
  "total_charge": -2
}

---

Copy entry 1 word for word.
{
  "formula": "C20H24N4OPtS",
  "method": "wB97M-V/def2-TZVPD",
  "elements": ["Pt", "N", "C", "S", "N", "N", "C", "C", "C", "C", "C", "C", "C", "O", "H", "H", "H", "H", "H", "H", "H", "C", "C", "C", "C", "C", "C", "C", "C", "C", "C", "C", "C", "N", "H", "H", "H", "H", "H", "H", "H", "H", "H", "H", "H", "H", "H", "H", "H", "H", "H"],
  "xyz": [[-0.158, 0.606, 0.410], [3.598, -0.758, -2.146], [2.308, -0.481, -1.648], [1.435, -1.800, -1.026], [2.012, 0.793, -1.802], [0.780, 1.245, -1.349], [0.419, 2.303, -1.976], [-0.825, 3.032, -1.817], [-0.940, 4.262, -2.466], [-2.117, 4.995, -2.470], [-3.225, 4.454, -1.813], [-3.151, 3.235, -1.173], [-1.950, 2.481, -1.133], [-1.937, 1.341, -0.518], [3.979, -1.580, -1.704], [4.199, 0.054, -2.095], [1.107, 2.669, -2.737], [-0.068, 4.642, -2.991], [-2.175, 5.952, -2.973], [-4.163, 5.001, -1.798], [-4.006, 2.817, -0.655], [-2.809, -0.742, 2.881], [-2.424, 0.540, 3.622], [-2.695, 1.776, 2.760], [-1.021, 0.527, 4.204], [-0.880, 0.825, 5.547], [0.347, 0.852, 6.201], [1.473, 0.534, 5.448], [1.425, 0.226, 4.102], [2.720, -0.151, 3.410], [2.674, -1.563, 2.827], [3.180, 0.862, 2.358], [0.156, 0.248, 3.406], [0.072, -0.046, 2.116], [-3.861, -0.699, 2.578], [-2.670, -1.616, 3.525], [-2.198, -0.878, 1.991], [-3.089, 0.608, 4.494], [-2.081, 1.775, 1.860], [-2.480, 2.691, 3.318], [-3.746, 1.796, 2.452], [-1.788, 1.043, 6.107], [0.420, 1.089, 7.257], [2.449, 0.517, 5.930], [3.479, -0.148, 4.204], [1.959, -1.627, 2.008], [2.387, -2.286, 3.596], [3.657, -1.846, 2.434], [2.474, 0.928, 1.530], [4.152, 0.565, 1.947], [3.280, 1.857, 2.800]],
  "orbital_gap_ha": 0.18789,
  "de_lowest_kcal_mol": 15.74,
  "lumo_energy_ev": 5.047,
  "total_charge": -2
}